Entry from the Open Molecules 2025 dataset: a molecular structure, C17H18BMnN7O3S at a distorted geometry (ωB97M-V with the def2-TZVPD basis set).

Properties
**<S²>**: 8.777
**E_tot**: -2841.6433 Ha

Structure (ORCA input):
```
! wB97M-V def2-TZVPD RIJCOSX def2/J DEFGRID3
* xyz 0 6
H -2.7387 -0.2824 1.2688
N -1.5575 -0.7841 -0.4189
B -0.6063 -1.2099 -2.7385
N -1.7915 -1.0855 -1.7342
C -3.1118 -1.0436 -1.9281
Mn 1.0245 -0.5876 -0.0224
H -3.4770 -1.2189 -2.9327
C -3.7378 -0.7472 -0.7087
H -4.7979 -0.7152 -0.5377
C -2.7261 -0.5840 0.2313
H -0.9853 -1.4804 -3.8307
C 2.8544 -0.4121 0.2836
H 3.0136 -0.6531 1.3447
H 3.1417 0.6074 0.0461
H 3.3396 -1.1438 -0.3633
N 0.3677 -2.2918 -2.2161
N 0.1853 0.1270 -2.8021
N 0.9194 -2.1327 -0.9329
N 0.8312 0.5462 -1.6455
C 0.7371 -3.4737 -2.7153
C 0.3304 1.0536 -3.7717
H 0.3787 -3.7506 -3.6983
H -0.1172 0.9170 -4.7490
C 1.5222 -4.1338 -1.7719
C 1.0656 2.1149 -3.2444
C 1.6007 -3.2956 -0.6562
C 1.3573 1.7672 -1.9213
H 1.9768 -5.1008 -1.8811
H 1.3490 3.0383 -3.7120
H 2.1366 -3.4112 0.2795
H 1.8757 2.3209 -1.1492
H -0.7979 -1.2948 0.0241
O 1.7185 2.4628 0.9339
C 1.0938 1.8760 1.8308
N 0.4963 0.6329 1.7190
S -0.2917 0.1439 3.1162
O -1.7327 0.2240 3.0020
O 0.2918 -1.0710 3.6203
C 0.2832 1.5417 4.0252
C 0.1675 1.7661 5.3908
C 0.8155 2.8862 5.9315
C 1.5529 3.7536 5.1075
C 1.6273 3.5169 3.7369
C 0.9673 2.4044 3.2046
H -0.4183 1.0797 5.9947
H 0.7640 3.0713 7.0032
H 2.0745 4.6026 5.5536
H 2.2004 4.1555 3.0708
*
```